Entry from OMol25: C34H51NO3PS3W as an isolated structure (ωB97M-V with the def2-TZVPD basis set).

Positions of all 94 atoms, in Å:
W -0.2739 0.1292 0.0430
C -0.2932 3.3787 2.2426
O -0.8358 2.4638 1.2644
C -1.5056 3.1598 0.2178
C -0.5616 3.3372 -0.9425
O -0.1686 2.0089 -1.3324
C 0.5289 1.9174 -2.5916
C 1.9391 1.4578 -2.3508
O 1.8642 0.2491 -1.5890
C 2.6432 -0.8124 -2.1756
H -1.1136 3.8848 2.7521
H 0.2800 2.8053 2.9604
H 0.3505 4.1215 1.7669
H -2.3472 2.5420 -0.1062
H -1.8832 4.1249 0.5578
H -1.0781 3.8216 -1.7730
H 0.3171 3.9263 -0.6686
H 0.0138 1.1671 -3.1838
H 0.5070 2.8769 -3.1053
H 2.4089 1.2766 -3.3183
H 2.5226 2.2086 -1.8127
H 2.2365 -1.0965 -3.1470
H 3.6789 -0.4901 -2.2949
H 2.6150 -1.6598 -1.4986
C -2.2010 -2.1242 3.4701
C -0.8162 -2.4438 2.9310
S -0.4555 -2.1765 1.1475
C -1.9037 -2.9461 0.3516
C -3.0983 -2.0341 0.0842
S -2.7604 -0.2376 0.1808
C -4.1398 0.3524 1.2364
C -4.2422 -0.3161 2.6040
S -2.6422 -0.3495 3.4516
H -2.2160 -2.4344 4.5151
H -2.9787 -2.6807 2.9496
H -0.6274 -3.5120 3.0552
H -0.0395 -1.8942 3.4608
H -2.1775 -3.7867 0.9893
H -1.5133 -3.3479 -0.5790
H -3.9163 -2.2170 0.7760
H -3.4615 -2.2006 -0.9294
H -5.0376 0.1793 0.6410
H -3.9824 1.4268 1.3297
H -4.6363 -1.3282 2.5448
H -4.9259 0.2635 3.2237
C -1.6533 1.3082 -5.1632
N -2.7380 0.8131 -4.3497
C -3.9936 1.5087 -4.5236
C -2.4505 0.4269 -3.0013
C -1.4698 -0.7318 -2.8788
C -1.4739 -1.6415 -3.9332
C -0.6272 -2.7398 -3.9623
C 0.2438 -2.9650 -2.9069
C 0.2416 -2.0901 -1.8369
C -0.5967 -0.9597 -1.7804
H -1.9708 1.3367 -6.2046
H -0.7878 0.6474 -5.0978
H -1.3443 2.3326 -4.8878
H -4.2019 1.6298 -5.5850
H -3.9928 2.5143 -4.0693
H -4.8102 0.9360 -4.0817
H -3.4053 0.1042 -2.5752
H -2.1077 1.2781 -2.3853
H -2.1548 -1.4664 -4.7561
H -0.6437 -3.4123 -4.8100
H 0.9065 -3.8208 -2.9079
H 0.9198 -2.2977 -1.0129
C 2.8738 1.9752 0.7715
P 2.0461 0.3853 1.1172
C 3.3543 -0.8669 0.9686
C 3.1173 -2.1357 1.5034
C 4.1241 -3.0837 1.5335
C 5.3863 -2.7686 1.0444
C 5.6302 -1.5060 0.5260
C 4.6196 -0.5566 0.4768
C 1.9113 0.4720 2.9385
C 3.0716 0.4537 3.7160
C 2.9882 0.5680 5.0924
C 1.7513 0.7062 5.7098
C 0.5939 0.7283 4.9473
C 0.6802 0.6093 3.5656
H 3.5716 2.1686 1.5847
H 2.1379 2.7794 0.7499
H 3.4167 1.9537 -0.1692
H 2.1501 -2.3716 1.9248
H 3.9338 -4.0631 1.9518
H 6.1794 -3.5032 1.0771
H 6.6174 -1.2512 0.1637
H 4.8411 0.4177 0.0608
H 4.0416 0.3329 3.2474
H 3.8913 0.5495 5.6877
H 1.6902 0.8059 6.7854
H -0.3679 0.8498 5.4277
H -0.2143 0.6493 2.9583

Cartesian forces (eV/Å) of the 6 atoms listed first:
-0.55 0.41 -2.03
0.05 0.11 0.14
0.05 -0.50 0.01
0.06 0.06 -0.28
-0.34 0.21 0.22
0.10 -0.73 0.78

Its orbital gap (spin up / spin down) is 0.186 / 0.186 hartree. The LUMO energy (spin up / spin down) comes out at -10.14 / -10.14 eV. The value obtained for the total energy is -3208.59395 Eh. Its charge is +3. The spin multiplicity is 3. The calculation puts the HOMO energy (spin up / spin down) at -15.21 / -15.21 eV.

Charges obtained by Mulliken population analysis, quoted in units of e: number 1, W, carries 0.444; number 2, C, carries -0.985; number 3, O, carries -0.176; number 4, C, carries -0.699; number 5, C, carries -0.790; number 6, O, carries 0.264; number 7, C, carries -0.032; number 8, C, carries -1.195; number 9, O, carries 0.341; number 10, C, carries -1.731; number 11, H, carries 0.338; number 12, H, carries 0.258; number 13, H, carries 0.456; number 14, H, carries -0.063; number 15, H, carries 0.687; number 16, H, carries 0.540; number 17, H, carries 0.389; number 18, H, carries -0.765; number 19, H, carries 0.936; number 20, H, carries 0.577; number 21, H, carries 0.373; number 22, H, carries 0.565; number 23, H, carries 0.331; number 24, H, carries 0.489; number 25, C, carries -0.965; number 26, C, carries -1.005; number 27, S, carries 0.386; number 28, C, carries -1.286; number 29, C, carries -1.386; number 30, S, carries 0.192; number 31, C, carries -0.939; number 32, C, carries -0.942; number 33, S, carries 0.069; number 34, H, carries 0.617; number 35, H, carries 0.360; number 36, H, carries 0.774; number 37, H, carries 0.234; number 38, H, carries 0.836; number 39, H, carries 0.386; number 40, H, carries 0.767; number 41, H, carries 0.743; number 42, H, carries 0.551; number 43, H, carries 0.404; number 44, H, carries 0.446; number 45, H, carries 0.541; number 46, C, carries -0.960; number 47, N, carries 0.150; number 48, C, carries -0.929; number 49, C, carries -0.412; number 50, C, carries -0.284; number 51, C, carries -0.767; number 52, C, carries -1.237; number 53, C, carries -0.890; number 54, C, carries -2.165; number 55, C, carries 3.205; number 56, H, carries 0.471; number 57, H, carries 0.283; number 58, H, carries 0.233; number 59, H, carries 0.336; number 60, H, carries 0.295; number 61, H, carries 0.309; number 62, H, carries 0.909; number 63, H, carries -0.004; number 64, H, carries 0.593; number 65, H, carries 0.493; number 66, H, carries 0.577; number 67, H, carries 0.920; number 68, C, carries -1.538; number 69, P, carries 1.856; number 70, C, carries 0.730; number 71, C, carries -0.417; number 72, C, carries -0.713; number 73, C, carries -0.763; number 74, C, carries -0.818; number 75, C, carries -0.446; number 76, C, carries 1.294; number 77, C, carries -0.756; number 78, C, carries -0.814; number 79, C, carries -0.941; number 80, C, carries -0.913; number 81, C, carries -0.689; number 82, H, carries 0.701; number 83, H, carries -0.013; number 84, H, carries 0.341; number 85, H, carries 0.406; number 86, H, carries 0.496; number 87, H, carries 0.443; number 88, H, carries 0.492; number 89, H, carries 0.407; number 90, H, carries 0.491; number 91, H, carries 0.487; number 92, H, carries 0.466; number 93, H, carries 0.553; number 94, H, carries 0.197